1.
A 2-piece molecular cluster, C2H5N2P overall. Source: OMol25; level of theory: wB97M-V/def2-TZVPD.

LUMO energy	-0.927	eV
ΔE to the lowest compared entry with this formula, charge and spin	81.77	kcal per mole
Kohn-Sham gap	0.3009	Eh
E	-14419.6408	eV
highest occupied orbital energy	-0.33496	Eh

Each line ends with the natural charge from an NBO analysis.
Cartesian coordinates (Å):
C 0.5377 0.8128 -0.1242  -0.32
C 0.4617 -0.5744 0.5278  -0.76
N -0.0220 0.6794 -1.4305  -0.07
N -0.7460 -0.2743 -1.6463  -0.44
P -1.0147 -1.3762 -0.3451  0.76
H -0.0622 1.7432 0.3927  0.24
H 1.6371 1.0607 -0.0138  0.24
H 1.2672 -1.1994 0.2217  0.22
H 0.4249 -0.5882 1.5759  0.25
H -2.4835 -0.2835 0.8418  -0.12



2.
A 2-piece molecular cluster, CH9N4 overall. Source: OMol25; level of theory: wB97M-V/def2-TZVPD.

total charge	+1
LUMO energy	-3.457	eV
ΔE to the lowest compared entry with this formula, charge and spin	81.97	kcal per mole
Kohn-Sham gap	0.3605	Eh
E	-7135.1978	eV
highest occupied orbital energy	-0.48760	Eh

Each line ends with the natural charge from an NBO analysis.
Cartesian coordinates (Å):
C -0.7425 -0.3298 0.5806  0.34
N 0.3886 -0.3540 -0.2250  -0.79
N 1.7537 1.4131 -1.4539  -1.08
N -1.4684 -1.3392 0.7398  -0.31
N -2.3702 -1.4283 1.7512  -0.65
H -1.2287 0.6966 0.6497  0.22
H 1.0649 -1.0778 -0.2831  0.40
H 0.8587 0.5591 -0.5814  0.43
H 1.2848 1.9087 -2.1699  0.40
H 2.2314 1.9595 -0.6715  0.41
H -1.2637 -2.2415 0.4322  0.42
H 2.4911 0.8144 -1.9546  0.40
H -2.7994 -0.6545 2.2988  0.42
H -3.0967 -2.1192 1.4611  0.39



3.
An isolated molecule of CH5BO2. Source: OMol25; level of theory: wB97M-V/def2-TZVPD.

SMILES string	CB(O)O
LUMO energy	0.486	eV
ΔE to the lowest compared entry with this formula, charge and spin	5.58	kcal per mole
Kohn-Sham gap	0.4155	Eh
E	-5892.1253	eV
highest occupied orbital energy	-0.39767	Eh

Each line ends with the natural charge from an NBO analysis.
Cartesian coordinates (Å):
C 0.1653 0.0313 -1.1215  -1.02
B -0.1260 0.0255 0.4355  1.11
O 0.3731 -0.9289 1.2576  -0.91
O -0.8470 1.1010 0.9270  -0.89
H 1.0734 0.6351 -1.3345  0.24
H -0.6969 0.7122 -1.2829  0.25
H 0.1649 -0.8891 -1.6988  0.23
H 0.8537 -1.6979 0.9230  0.51
H -0.9606 1.0107 1.8946  0.49



4.
An isolated molecule of C4H12N2O. Source: OMol25; level of theory: wB97M-V/def2-TZVPD.

SMILES string	NCCNCCO
LUMO energy	0.982	eV
ΔE to the lowest compared entry with this formula, charge and spin	76.61	kcal per mole
Kohn-Sham gap	0.3630	Eh
E	-9367.8717	eV
highest occupied orbital energy	-0.32686	Eh

Each line ends with the natural charge from an NBO analysis.
Cartesian coordinates (Å):
N 1.8768 0.4762 2.1174  -0.84
C 0.5885 -0.0641 1.8850  -0.24
C -0.6163 0.2559 0.7997  -0.21
N -0.1151 0.8859 -0.3910  -0.63
C 0.2741 -0.1580 -1.4279  -0.26
C -0.8324 -0.3774 -2.4585  -0.07
O -1.9121 -0.9730 -1.6197  -0.75
H 1.8655 1.4534 2.4314  0.35
H 2.3157 0.0586 2.8745  0.36
H -0.0011 0.0735 2.8076  0.15
H 0.6576 -1.0965 1.7088  0.18
H -1.1583 -0.6750 0.7068  0.21
H -1.3295 0.8425 1.2813  0.18
H 0.8125 1.2311 -0.2437  0.37
H 1.1017 0.1741 -2.0327  0.19
H 0.6398 -1.2239 -1.1298  0.19
H -0.6125 -1.0704 -3.2364  0.18
H -1.1931 0.5306 -2.9576  0.17
H -2.3619 -0.3437 -1.1150  0.46



5.
C34H25Cl4N4PPtSSi as an isolated structure. Source: OMol25; level of theory: wB97M-V/def2-TZVPD.

LUMO energy	0.064	eV
ΔE to the lowest compared entry with this formula, charge and spin	0.00	kcal per mole
Kohn-Sham gap	0.2979	Eh
E	-122967.3216	eV
highest occupied orbital energy	-0.29557	Eh

Each line ends with the Löwdin charge.
Cartesian coordinates (Å):
Pt -0.7718 0.8262 0.3063  0.63
Cl -2.9791 1.6977 -1.8918  0.69
C -2.9353 0.1262 -2.6346  -0.65
C -3.3232 0.0517 -3.9638  -0.10
C -3.3293 -1.1690 -4.6146  -0.07
C -2.9498 -2.3168 -3.9364  -0.07
C -2.5586 -2.2324 -2.6121  -0.07
C -2.5433 -1.0154 -1.9278  -0.37
P -1.9974 -0.9427 -0.1846  0.85
C -0.9197 -2.4068 0.0520  -0.33
C 0.4679 -2.3057 0.1317  -0.09
C 1.2539 -3.4414 0.2675  -0.06
C 0.6639 -4.6924 0.3426  -0.07
C -0.7189 -4.8055 0.2993  -0.07
C -1.5037 -3.6730 0.1595  -0.11
C -3.4501 -1.4321 0.7784  -0.42
C -4.7269 -1.4525 0.2356  -0.09
C -5.8097 -1.8078 1.0308  -0.07
C -5.6144 -2.1516 2.3586  -0.08
C -4.3337 -2.1442 2.9000  -0.07
C -3.2559 -1.7829 2.1141  -0.14
H -3.6085 0.9589 -4.4775  0.11
H -3.6059 -1.2162 -5.6589  0.11
H -2.9266 -3.2708 -4.4442  0.11
H -2.2382 -3.1322 -2.1080  0.09
H 0.9488 -1.3375 0.0998  0.07
H 2.3305 -3.3400 0.3081  0.11
H 1.2780 -5.5780 0.4427  0.11
H -1.1891 -5.7771 0.3778  0.11
H -2.5814 -3.7760 0.1465  0.11
H -4.8840 -1.1814 -0.8007  0.11
H -6.8060 -1.8139 0.6085  0.11
H -6.4600 -2.4259 2.9759  0.11
H -4.1795 -2.4091 3.9377  0.11
H -2.2585 -1.7639 2.5405  0.11
N 0.8007 1.9694 1.1204  -0.52
S 2.0307 2.5081 0.2660  1.06
C 2.5862 4.0273 1.0270  -0.39
C 1.7118 4.7296 1.8386  -0.08
C 2.1226 5.9448 2.3733  -0.06
C 3.3819 6.4444 2.0841  -0.07
C 4.2437 5.7326 1.2570  -0.07
C 3.8507 4.5179 0.7225  -0.08
C 3.4266 1.4513 0.6074  -0.40
C 3.8753 0.6560 -0.4339  -0.08
C 4.8794 -0.2755 -0.1936  -0.06
C 5.4126 -0.3935 1.0793  -0.06
C 4.9531 0.4108 2.1201  -0.07
C 3.9549 1.3387 1.8891  -0.07
H 0.9374 1.9793 2.1254  0.00
H 0.7223 4.3386 2.0454  0.04
H 1.4487 6.4982 3.0134  0.11
H 3.6965 7.3917 2.5014  0.11
H 5.2269 6.1227 1.0304  0.11
H 4.5230 3.9564 0.0862  0.12
H 3.4445 0.7518 -1.4225  0.09
H 5.2184 -0.9074 -1.0035  0.09
H 6.1925 -1.1195 1.2689  0.11
H 5.3755 0.3097 3.1111  0.11
H 3.5915 1.9701 2.6915  0.12
N 0.2870 0.5102 -1.5204  0.01
C 0.7387 -0.0700 -2.4203  -0.18
C 1.3230 -0.7598 -3.4638  -0.26
C 0.6156 -0.9282 -4.6792  -0.23
N 0.0425 -1.0634 -5.6707  0.14
C 2.6052 -1.3179 -3.2539  -0.24
N 3.6428 -1.7835 -3.0553  0.14
Cl -1.3480 1.2612 3.8856  0.20
Si -2.0466 1.6870 1.9651  -0.84
Cl -4.0889 1.4853 2.0576  0.30
Cl -1.8636 3.7586 1.7913  0.22



6.
C5H8LiO4Sc as an isolated structure. Source: OMol25; level of theory: wB97M-V/def2-TZVPD.

total charge	+1
LUMO energy (alpha / beta)	-5.563 / -5.611	eV
ΔE to the lowest compared entry with this formula, charge and spin	48.31	kcal per mole
Kohn-Sham gap (alpha / beta)	0.1791 / 0.1774	Eh
2S+1	2
E	-34401.0842	eV
highest occupied orbital energy (alpha / beta)	-0.38356 / -0.38357	Eh

Each line ends with the natural charge from an NBO analysis.
Cartesian coordinates (Å):
C -0.7030 -0.0956 2.7062  -0.65
C 0.4912 -0.5977 1.9128  0.01
O 0.1879 -1.6348 1.1069  -1.02
Li -1.2475 -1.7602 0.0523  0.89
H -0.3937 0.5884 3.5114  0.22
H -1.4014 0.4190 2.0272  0.17
H -1.2718 -0.9424 3.1228  0.22
H 1.3865 -0.8426 2.5241  0.16
H 0.9933 0.3263 1.2318  0.00
O 1.7864 0.6941 -2.3956  -0.68
C -0.9057 -1.1405 -2.0032  0.38
C 1.2907 1.0538 -1.3075  0.51
O -0.5935 -1.6964 -3.0567  -0.75
O -0.7649 0.2807 -2.2045  -0.65
C -0.2030 1.0251 -1.1461  -0.23
Sc 0.5317 -0.0435 -4.0597  1.68
H 1.8294 1.7963 -0.6917  0.21
H -0.6014 2.0502 -1.1529  0.26
H -0.4112 0.5199 -0.1777  0.28



7.
C16H34OsP2 as an isolated structure. Source: OMol25; level of theory: wB97M-V/def2-TZVPD.

total charge	+2
LUMO energy (alpha / beta)	-6.135 / -7.145	eV
ΔE to the lowest compared entry with this formula, charge and spin	0.00	kcal per mole
Kohn-Sham gap (alpha / beta)	0.2764 / 0.2508	Eh
2S+1	5
E	-38162.0155	eV
highest occupied orbital energy (alpha / beta)	-0.50183 / -0.51336	Eh

Each line ends with the natural charge from an NBO analysis.
Cartesian coordinates (Å):
P -0.1687 -1.7033 -5.2327  1.59
P 0.2030 2.0259 -5.1703  1.58
C -0.4586 -0.4659 -6.5527  -0.74
C 0.4010 0.8493 -6.5360  -0.75
H -1.5355 -0.2145 -6.6314  0.27
H -0.2096 -0.9949 -7.4931  0.30
H 1.4725 0.5921 -6.6449  0.27
H 0.1291 1.4211 -7.4459  0.30
C -1.3298 2.9523 -5.6297  -0.95
H -1.5794 3.6487 -4.8031  0.28
H -2.1815 2.2618 -5.7871  0.26
H -1.0952 3.5056 -6.5438  0.26
C 1.4936 3.2358 -5.7262  -0.94
H 1.1437 3.6450 -6.7074  0.26
H 2.4596 2.6751 -5.8189  0.26
H 1.5692 4.0438 -4.9493  0.26
C -1.4069 -2.9317 -5.9112  -0.93
H -1.4266 -3.8060 -5.2093  0.26
H -1.0468 -3.2325 -6.9283  0.25
H -2.4087 -2.4282 -5.9515  0.25
C 1.3755 -2.5208 -5.7625  -0.96
H 2.2042 -1.7998 -5.8689  0.26
H 1.1536 -2.9909 -6.7332  0.27
H 1.6432 -3.2951 -5.0166  0.29
Os 0.3723 -0.2808 -0.9330  1.01
C 0.2941 2.2635 -3.4285  -0.61
C -1.2059 1.9376 -3.3186  -0.08
C -1.6376 0.4837 -3.6334  -0.53
C -1.4122 -0.9147 -2.8857  -0.35
C -0.4782 -1.9500 -3.5422  -0.62
C 0.9119 -1.4815 -2.9758  -0.60
C 1.5242 -0.1554 -3.5634  -0.47
C 1.2645 1.1733 -2.8139  -0.44
C 0.3025 -1.4595 0.4743  -0.87
H 0.6314 3.2987 -3.2275  0.30
H -1.6989 2.4049 -2.4584  0.23
H -1.4046 0.2735 -4.6908  0.19
H -2.7349 0.5782 -3.7287  0.27
H -1.1977 -0.7539 -1.7423  0.19
H -2.4115 -1.3629 -2.8254  0.26
H -0.7418 -3.0151 -3.3930  0.31
H 1.6319 -2.2806 -2.6837  0.25
H 1.3458 -0.0164 -4.6425  0.17
H 2.6118 -0.3152 -3.6305  0.27
H 1.1605 1.0990 -1.6189  0.22
H 2.2637 1.5846 -2.6922  0.27
H 1.2135 -1.1799 0.9856  0.23
H 0.4474 -2.3698 -0.0966  0.24
H -0.5739 -1.4463 1.0778  0.26
C -0.2203 1.3050 0.3071  -1.02
H 0.5741 1.4831 1.0310  0.25
H -1.0949 1.0517 0.9143  0.25
H -0.4433 2.2892 -0.1243  0.22



8.
An isolated molecule of C3H5ClO2. Source: OMol25; level of theory: wB97M-V/def2-TZVPD.

SMILES string	C[C@H](Cl)C(=O)O
LUMO energy	0.635	eV
ΔE to the lowest compared entry with this formula, charge and spin	0.00	kcal per mole
Kohn-Sham gap	0.4127	Eh
E	-19809.8322	eV
highest occupied orbital energy	-0.38936	Eh

Each line ends with the natural charge from an NBO analysis.
Cartesian coordinates (Å):
C 1.4381 0.2704 1.1582  -0.63
C 0.1482 0.5156 0.4465  -0.27
Cl -1.0961 -0.4957 1.2690  -0.05
C 0.2675 0.0958 -1.0945  0.79
O 1.1460 -0.5779 -1.5451  -0.57
O -0.7750 0.6349 -1.7541  -0.67
H 1.3111 0.6290 2.1799  0.22
H 1.8438 -0.7546 1.0742  0.24
H 2.1732 0.8932 0.6992  0.22
H -0.1728 1.5522 0.5020  0.23
H -0.6111 0.3605 -2.6963  0.50